# 1
Here is C47H51IKN9O7Sb2 as an isolated structure in a non-equilibrium geometry from the OMol25 dataset. Energies are from ωB97M-V/def2-TZVPD.

Each line ends with the Mulliken charge.
Cartesian coordinates (Å):
K1 -0.55 -17.93 17.84  0.9464
C1 -3.29 -17.58 23.67  -1.5430
Sb1 -3.30 -18.84 21.96  0.5569
C2 -5.49 -18.80 22.01  -1.5160
C3 -3.06 -20.61 23.17  -2.1923
C4 -3.84 -21.82 22.67  0.9167
C5 -5.07 -22.23 23.22  -0.5095
C6 -5.63 -23.39 22.85  -0.6257
C7 -5.06 -24.16 21.83  -0.3932
C8 -3.94 -23.72 21.18  -0.5266
C9 -3.34 -22.49 21.51  0.5246
C10 -2.15 -21.90 20.80  -0.9054
Sb2 -2.48 -20.85 18.93  0.3985
C11 -2.30 -22.53 17.59  -1.5477
C12 -4.63 -20.89 18.85  -1.4053
H1 -3.88 -18.05 24.42  0.5398
H2 -3.58 -16.54 23.51  0.3955
H3 -2.24 -17.44 24.01  0.3864
H4 -6.01 -18.76 22.96  0.4239
H5 -5.89 -19.76 21.61  0.3125
H6 -5.81 -18.01 21.37  0.4416
H7 -3.48 -20.38 24.17  0.7085
H8 -2.04 -20.84 23.38  0.8101
H9 -5.47 -21.63 24.04  0.3507
H10 -6.60 -23.64 23.28  0.3418
H11 -5.56 -25.10 21.44  0.2571
H12 -3.47 -24.27 20.36  0.3304
H13 -1.42 -22.81 20.64  0.2833
H14 -1.53 -21.33 21.46  0.4911
H15 -1.85 -23.47 17.96  0.3941
H16 -1.79 -22.24 16.62  0.1579
H17 -3.29 -22.83 17.30  0.6307
H18 -4.94 -21.74 18.31  0.5023
H19 -5.06 -19.97 18.57  0.4326
H20 -4.99 -21.09 19.86  0.1161
O1 2.11 -16.97 22.67  -0.8380
C13 0.87 -16.91 22.65  0.2121
O2 0.22 -15.92 23.10  -0.7961
C14 -0.08 -17.93 21.94  0.5621
O3 -0.64 -18.77 22.57  -0.6038
O4 -0.31 -17.64 20.73  -0.0119
C15 0.65 -18.35 13.13  -1.5949
C16 -0.34 -18.65 14.24  0.4446
O5 0.01 -18.29 15.35  -0.3334
C17 -1.66 -19.23 13.92  0.1794
C18 -2.19 -19.17 12.62  -0.4535
C19 -3.44 -19.70 12.29  -0.7218
C20 -4.11 -20.39 13.30  -0.3682
C21 -3.64 -20.42 14.59  -0.2867
C22 -2.47 -19.73 15.01  -0.1005
O6 -2.24 -19.56 16.25  -0.2477
H21 1.51 -17.90 13.59  0.3483
H22 0.25 -17.60 12.46  0.5252
H23 1.09 -19.25 12.60  0.2412
H24 -1.63 -18.67 11.89  0.3376
H25 -3.73 -19.49 11.23  0.2581
H26 -5.05 -20.82 13.05  0.4261
H27 -4.14 -21.00 15.34  0.2335
N1 1.97 -16.65 19.76  0.0640
C23 2.12 -15.99 18.63  0.7528
O7 1.36 -16.13 17.60  -0.7526
C24 3.21 -14.93 18.45  -0.9771
I1 3.62 -13.83 20.21  0.0285
H28 1.10 -17.02 19.99  0.0130
H29 2.63 -16.45 20.51  0.1991
H30 2.73 -14.18 17.83  0.3526
H31 4.03 -15.45 18.05  0.4204
C25 1.45 -21.44 20.10  -1.0781
C26 1.48 -21.47 18.64  0.6159
N2 1.42 -20.38 17.92  -0.1120
C27 1.59 -20.78 16.62  -0.5459
C28 1.72 -22.15 16.57  -0.6427
N3 1.58 -22.60 17.83  0.5792
C29 2.03 -23.92 18.26  -1.2667
N4 3.31 -24.32 17.67  0.7573
N5 3.23 -25.30 16.73  -0.5402
N6 4.38 -25.52 16.23  -0.6218
C30 5.29 -24.58 16.80  0.1692
C31 6.64 -24.47 16.61  -0.7606
C32 7.24 -23.52 17.48  -0.2905
C33 6.55 -22.80 18.45  -0.7836
C34 5.17 -22.82 18.54  -0.6309
C35 4.61 -23.78 17.71  1.1200
H32 2.43 -21.46 20.57  0.3296
H33 0.86 -22.22 20.52  0.3473
H34 0.91 -20.57 20.52  -0.1682
H35 1.55 -20.09 15.76  0.4563
H36 1.66 -22.78 15.70  0.4493
H37 1.28 -24.59 17.86  0.3753
H38 2.10 -23.87 19.34  0.5805
H39 7.23 -25.00 15.83  0.3758
H40 8.33 -23.31 17.39  0.2787
H41 7.10 -22.11 19.04  0.4088
H42 4.64 -22.25 19.21  0.5393
N7 1.03 -13.55 23.07  0.6005
C36 1.91 -12.97 23.94  0.1071
C37 2.91 -13.61 24.73  -0.5503
C38 3.75 -12.80 25.50  -0.4874
C39 3.44 -11.43 25.63  -0.4390
C40 2.34 -10.87 24.96  -0.8839
C41 1.56 -11.68 24.18  0.4669
N8 0.37 -11.45 23.48  -0.8148
C42 0.18 -12.58 22.83  0.6442
C43 -0.95 -12.79 21.83  -0.0324
C44 -1.72 -11.64 21.39  -0.6236
C45 -2.59 -11.83 20.31  -0.2780
N9 -2.68 -12.91 19.61  -0.6163
C46 -1.92 -13.96 19.96  -0.6305
C47 -1.08 -13.97 21.05  0.2483
H43 0.84 -14.65 22.98  0.1427
H44 3.14 -14.74 24.58  0.2525
H45 4.63 -13.19 25.99  0.3946
H46 4.03 -11.01 26.31  0.5146
H47 2.13 -9.81 25.10  0.3666
H48 -1.55 -10.76 21.95  0.4855
H49 -3.20 -10.94 20.03  0.2921
H50 -2.03 -14.87 19.38  0.7150
H51 -0.52 -14.75 21.35  0.1874

relative energy (zero: lowest compared OMol25 entry of this formula, charge and spin) = 26.8 kcal per mole
HOMO energy = -0.1134 Eh
E = -4219.30057 a.u.
total charge = -2

# 2
Here is C35H31GeN3PTl as an isolated structure from the OMol25 dataset. Energies are from ωB97M-V/def2-TZVPD.

Each line ends with the Mulliken charge.
Cartesian coordinates (Å):
Tl1 0.43 -0.62 0.66  0.8653
C1 -0.94 4.35 1.25  -1.5224
P1 -0.15 2.71 1.07  0.9281
C2 0.71 2.84 -0.54  0.1879
C3 0.16 3.45 -1.66  -0.1912
C4 0.87 3.49 -2.86  -0.7306
C5 2.13 2.92 -2.94  -0.5941
C6 2.69 2.31 -1.83  -0.9716
C7 1.99 2.27 -0.63  0.0243
C8 -1.60 1.66 0.66  0.1195
C9 -1.78 0.98 -0.55  -0.1893
C10 -2.87 0.12 -0.72  -0.4669
C11 -3.78 -0.08 0.30  -0.7949
C12 -3.60 0.58 1.51  -0.8267
C13 -2.52 1.43 1.69  -0.5162
H1 -1.59 4.61 0.42  0.4460
H2 -0.15 5.10 1.33  0.4158
H3 -1.52 4.38 2.17  0.4655
H4 -0.83 3.90 -1.61  0.2909
H5 0.44 3.98 -3.72  0.4467
H6 2.68 2.96 -3.87  0.4466
H7 3.68 1.87 -1.89  0.4915
H8 2.44 1.83 0.25  0.4811
H9 -1.11 1.17 -1.38  0.3914
H10 -3.02 -0.37 -1.68  0.5001
H11 -4.62 -0.74 0.16  0.4505
H12 -4.31 0.44 2.32  0.4431
H13 -2.40 1.95 2.64  0.3749
N1 -3.23 -5.21 -8.87  -0.4123
C14 -2.87 -4.94 -7.81  -0.0090
C15 -2.42 -4.59 -6.49  0.3352
C16 -2.04 -5.58 -5.59  -1.0859
C17 -1.61 -5.24 -4.33  -0.4551
C18 -1.55 -3.91 -3.94  1.9519
C19 -1.92 -2.92 -4.83  -0.3171
C20 -2.36 -3.25 -6.10  -1.1384
N2 -1.10 -3.57 -2.63  0.2800
C21 -0.91 -4.43 -1.57  -0.2089
C22 -0.47 -3.68 -0.53  -0.9004
N3 -0.38 -2.36 -0.93  -0.2440
C23 -0.76 -2.34 -2.19  -0.4652
H14 -2.09 -6.62 -5.89  0.4593
H15 -1.31 -6.04 -3.65  0.2843
H16 -1.90 -1.87 -4.56  0.2088
H17 -2.65 -2.48 -6.80  0.4439
H18 -1.12 -5.48 -1.62  0.3544
H19 -0.22 -4.00 0.47  0.4608
H20 -0.77 -1.46 -2.82  0.4889
Ge1 2.85 -0.18 3.74  0.7367
C24 3.54 1.35 2.92  0.4589
C25 4.68 1.20 2.11  -0.5348
C26 5.23 2.30 1.48  -0.7377
C27 4.67 3.56 1.69  -0.4809
C28 3.56 3.72 2.52  -0.6114
C29 2.99 2.62 3.13  -0.1213
C30 1.18 -0.39 4.57  0.4844
C31 0.97 -1.56 5.32  -0.5175
C32 -0.24 -1.76 5.96  -0.7184
C33 -1.25 -0.81 5.84  -0.5717
C34 -1.05 0.35 5.09  -0.6255
C35 0.16 0.57 4.46  0.6311
H21 3.71 -1.44 3.66  0.0070
H22 5.13 0.22 1.97  0.3413
H23 6.10 2.19 0.86  0.4595
H24 5.11 4.43 1.22  0.4529
H25 3.15 4.71 2.69  0.4472
H26 2.14 2.76 3.78  0.4187
H27 1.75 -2.30 5.41  0.3433
H28 -0.40 -2.65 6.55  0.4249
H29 -2.19 -0.96 6.35  0.4258
H30 -1.84 1.08 5.01  0.4528
H31 0.30 1.46 3.86  -0.1621

relative energy (zero: lowest compared OMol25 entry of this formula, charge and spin) = 14.8 kcal per mole
HOMO energy = -0.4966 Eh
E = -4106.80041 a.u.
total charge = +2

# 3
Here is a 2-piece molecular cluster, CNO4S overall in a non-equilibrium geometry from the OMol25 dataset. Energies are from ωB97M-V/def2-TZVPD.

Each line ends with the Mulliken charge.
Cartesian coordinates (Å):
C1 1.87 0.00 0.00  0.8255
N1 -0.35 -0.57 -0.42  -0.5011
O1 2.02 -0.92 0.72  -0.4508
O2 1.95 0.87 -0.77  -0.4333
O3 -2.93 -0.71 0.07  -0.5375
O4 -1.76 1.43 0.43  -0.5622
S1 -1.65 -0.02 0.06  0.6593

relative energy (zero: lowest compared OMol25 entry of this formula, charge and spin) = 14.3 kcal per mole
HOMO energy = -0.1626 Eh
E = -792.05339 a.u.
total charge = -1

# 4
Here is a 2-piece molecular cluster, C5H10N2O2 overall in a non-equilibrium geometry from the OMol25 dataset. Energies are from ωB97M-V/def2-TZVPD.

Each line ends with the Mulliken charge.
Cartesian coordinates (Å):
C1 0.61 -0.79 -1.67  -1.2898
C2 1.71 1.11 -0.36  -1.3999
C3 0.91 -0.16 -0.35  1.1435
O1 0.89 -0.88 0.70  -0.6588
H1 1.85 1.50 0.64  0.3416
H2 2.68 0.90 -0.81  0.3922
H3 0.28 -0.06 -2.40  0.3462
H4 -0.12 -1.59 -1.56  0.3458
H5 1.54 -1.26 -2.01  0.4130
H6 1.21 1.86 -0.97  0.3898
C4 -1.08 -0.75 0.98  0.8888
N1 -0.92 -0.54 2.34  -0.5042
C5 -1.16 0.85 0.30  -0.3776
N2 -1.92 1.11 -0.67  -0.6598
O2 -1.82 -1.54 0.45  -0.5925
H7 0.01 -0.67 2.70  0.2358
H8 -1.64 -1.00 2.89  0.2519
H9 -2.31 0.25 -1.08  0.3186
H10 -0.71 1.66 0.88  0.4153

relative energy (zero: lowest compared OMol25 entry of this formula, charge and spin) = 81.2 kcal per mole
HOMO energy = -0.3258 Eh
SMILES string = [H]/N=C\C(N)=O.CC(C)=O
E = -456.42479 a.u.

Gap between HOMO and LUMO (computed, eV): 6.221 6.091 8.144 8.620